No. 1
C12H27FN2O11S | wB97M-V/def2-TZVPD

XYZ file:
```
54
C12H27FN2O11S, DFT wB97M-V/def2-TZVPD
S 2.4667 3.2327 -1.8205
F 1.1916 3.1572 -2.6530
O -2.4488 -1.2587 1.5518
O -4.1159 -0.0308 2.1717
O -2.2038 -2.6619 -1.4490
O -2.2983 0.9776 1.2859
O -0.3624 -1.7216 -2.0547
O 3.2149 -4.8530 3.0696
O -1.3024 -3.2392 -3.4401
O 2.7025 1.9577 -1.2960
O 3.5168 3.7077 -2.6273
O 3.9011 -3.3598 1.6700
O 1.7885 -4.1321 1.4728
N 2.1203 4.2246 -0.5556
N -0.5508 4.0995 0.9357
C 3.6608 -2.5093 0.5446
C -1.2899 -2.6048 -2.4189
C -2.8931 -0.0073 1.6357
C -0.0031 5.5453 -1.0525
C -4.7126 1.2589 2.3163
C -3.2725 -3.5772 -1.6983
C 1.5347 5.5418 -0.9153
C -1.1465 -1.3763 0.9648
C -0.7320 4.3362 -0.4822
C 2.1857 -5.7195 3.5519
C 2.8616 -4.1167 2.0165
C 0.6997 -1.5436 -2.9960
H -0.2429 4.9067 1.4527
H 1.8943 -6.4344 2.7853
H 1.3213 -5.1454 3.8789
H -0.4408 3.4600 -1.0371
H -2.8940 -4.5925 -1.7960
H 2.6025 -6.2539 4.4002
H -4.8297 1.7395 1.3472
H -1.1522 -1.0027 -0.0570
H 2.8544 -1.8099 0.7553
H 3.4262 -3.0986 -0.3393
H 1.3726 -0.8035 -2.5717
H -0.2876 5.6487 -2.0906
H 3.0315 4.3945 -0.1415
H -3.8216 -3.2924 -2.5934
H 1.9475 5.9408 -1.8323
H -1.7882 4.5092 -0.6588
H 1.2437 -2.4735 -3.1481
H -4.1176 1.8867 2.9765
H -3.9341 -3.5224 -0.8391
H 4.5782 -1.9552 0.3725
H -0.4079 -0.8423 1.5599
H 0.0159 3.2909 1.1237
H -0.8947 -2.4324 0.9521
H -5.6918 1.1002 2.7584
H 1.7981 6.2051 -0.1095
H -0.3670 6.4387 -0.5552
H 0.3172 -1.1719 -3.9444
```

For the energy above the lowest of the compared OMol25 structures with the same formula, charge and spin, the calculation gives 0.4668 eV. The calculation puts the frontier orbital gap at 9.276 eV. As for the max |F|: 2.6 eV/A. As for the SMILES: NCCCNS(=O)(=O)F.COC(=O)OC.COC(=O)OC.COC(=O)OC. The calculation puts the total energy at -51936.487 eV. The value obtained for the LUMO energy is 0.4 eV.


No. 2
C12H27FNO11PS3 | wB97M-V/def2-TZVPD

XYZ file:
```
56
C12H27FNO11PS3, DFT wB97M-V/def2-TZVPD
S -2.3696 3.3432 1.5155
S -3.2850 -1.2057 1.2230
S -0.4585 1.3921 1.9823
P -3.3571 0.6455 1.6317
F -0.4669 -0.1517 1.9197
O 0.5308 -2.7828 -4.0315
O -0.6962 3.9849 -4.2454
O 1.7562 -2.8517 -2.1380
O 1.2616 4.0820 -3.1266
O 1.2582 4.5548 -5.2334
O 0.9356 -2.2868 5.7467
O 0.6476 -4.2318 6.6388
O -0.4468 1.7626 3.3512
O -1.1419 -3.1686 5.7513
O 0.3143 -1.1725 -2.6101
O 0.5281 1.8464 1.0810
N -1.9645 1.6711 1.3130
C 0.0378 -3.2427 5.9879
C -0.4310 -6.2659 5.8188
C 0.5718 4.7158 -6.4909
C -0.1952 -5.3460 6.9951
C 0.5676 3.6592 -1.9492
C 0.6611 -0.5282 -1.3686
C 0.9745 -2.2986 -2.8700
C 1.1215 -4.0282 -4.4178
C -0.1189 6.0576 -6.5831
C 0.4846 4.2229 -4.2013
C 1.9458 0.2589 -1.4848
C 0.4081 -1.1387 5.0728
H 0.1202 -1.4028 4.0570
H 2.7904 -0.4005 -1.6796
H -0.1867 0.1242 -1.1633
H -0.5448 6.1814 -7.5794
H -0.1089 4.4409 -1.6050
H 1.8702 0.9757 -2.3044
H -1.1326 -4.9657 7.3996
H 2.1777 -3.8919 -4.6453
H -0.4552 -0.7447 5.6055
H 1.2099 -0.4068 5.0657
H 0.7205 -1.2812 -0.5826
H 0.0009 2.7505 -2.1452
H 0.5927 6.8651 -6.4087
H 0.5187 -6.5991 5.3995
H -3.6223 1.0173 2.9639
H 0.3547 -5.8478 7.7888
H 1.3323 3.4708 -1.2023
H -0.9906 -7.1425 6.1471
H 1.0183 -4.7644 -3.6233
H -0.1321 3.8939 -6.6176
H 1.3607 4.6232 -7.2344
H -4.2382 1.4539 0.9045
H -1.0038 -5.7612 5.0425
H 0.5793 -4.3406 -5.3048
H -2.5096 3.3224 2.8568
H 2.1275 0.8040 -0.5605
H -0.9230 6.1288 -5.8526
```

The calculation puts the frontier orbital gap at 9.744 eV. As for the max |F|: 0.8 eV/A. The calculation puts the total energy at -81406.434 eV. The value obtained for the LUMO energy is -0.1 eV.


No. 3
C12H27NP | wB97M-V/def2-TZVPD

XYZ file:
```
41
C12H27NP, DFT wB97M-V/def2-TZVPD
P -0.4783 -1.3727 -0.7846
N -5.0881 1.0865 -0.6805
C 3.7043 1.9501 -0.2610
C 1.7471 -2.7444 1.2046
C -2.7645 0.9396 0.2887
C 0.3317 -2.9834 -0.8654
C 0.5565 0.0049 -1.3277
C -2.7233 -0.5457 0.6422
C 1.6294 0.4840 -0.3412
C 3.7066 2.1397 1.2562
C 2.3160 1.7481 -0.8718
C -1.2900 -1.0836 0.8060
C -4.1738 1.5242 0.3694
C 1.6309 -3.0383 -0.0844
H -4.6068 1.2307 1.3282
H -4.6155 0.8403 -1.5404
H 0.4954 -3.2080 -1.9201
H -3.2347 -1.1103 -0.1413
H 2.4973 -3.3879 -0.6345
H -2.1302 1.4806 0.9995
H 1.6880 2.6254 -0.6997
H 4.1913 2.7958 -0.7463
H -0.1651 0.8125 -1.4832
H 2.9505 1.5263 1.7498
H 4.6676 1.8543 1.6807
H -1.5116 -1.4361 -1.7283
H 2.7248 -2.5930 1.6434
H -3.2640 -0.7147 1.5734
H -2.3482 1.1156 -0.7110
H -4.1207 2.6142 0.3751
H 1.1784 0.6763 0.6335
H 0.9945 -0.2764 -2.2875
H -0.3903 -3.7198 -0.4953
H 3.5199 3.1766 1.5329
H 2.4543 1.6247 -1.9492
H 4.3018 1.0690 -0.5128
H -0.6837 -0.3947 1.3948
H 0.9002 -2.6727 1.8784
H -5.6596 0.3042 -0.3963
H -1.3192 -2.0487 1.3134
H 2.3810 -0.2933 -0.2075
```

The calculation puts the frontier orbital gap at 9.345 eV. The total charge is +1. As for the max |F|: 0.6 eV/A. The calculation puts the total energy at -23654.151 eV. The value obtained for the LUMO energy is -2.6 eV.